{
  "formula": "C42H92BrFIN3O4P",
  "method": "ωB97M-V/def2-TZVPD",
  "lumo_energy_ev": -5.17,
  "homo_ev": -11.4,
  "charge": 1,
  "species": ["C", "C", "O", "P", "O", "C", "C", "C", "N", "I", "C", "C", "C", "C", "N", "N", "C", "C", "F", "C", "C", "C", "C", "O", "C", "C", "C", "C", "C", "C", "C", "Br", "O", "C", "C", "H", "H", "H", "H", "H", "H", "H", "H", "H", "H", "H", "H", "H", "H", "H", "H", "H", "H", "H", "H", "H", "H", "H", "H", "H", "H", "H", "H", "H", "H", "H", "H", "H", "H", "H", "H", "H", "H", "H", "H", "H", "H", "H", "H", "H", "H", "H", "H", "H", "H", "C", "C", "C", "C", "C", "C", "H", "H", "H", "H", "H", "H", "H", "H", "H", "H", "H", "H", "H", "H", "C", "C", "C", "C", "C", "C", "H", "H", "H", "H", "H", "H", "H", "H", "H", "H", "H", "H", "H", "H", "C", "C", "C", "C", "C", "C", "H", "H", "H", "H", "H", "H", "H", "H", "H", "H", "H", "H", "H", "H"],
  "xyz": [[-6.65, -1.70, 3.04], [-7.49, -1.44, 1.79], [-7.21, -0.15, 1.21], [-6.41, -0.16, -0.16], [-7.08, -0.86, -1.26], [-4.81, -0.97, 0.18], [-3.59, -0.21, -0.38], [-3.06, 0.78, 0.65], [-1.56, 0.92, 0.78], [-1.33, 2.08, 2.65], [-1.02, 1.88, -0.25], [0.52, 2.00, -0.28], [0.96, 3.42, 0.10], [1.46, 4.20, -1.12], [2.73, 3.68, -1.63], [1.17, 0.91, 0.45], [2.57, 1.09, 0.79], [2.79, 1.46, 2.26], [3.92, 2.27, 2.34], [0.59, -0.40, 0.29], [0.53, -0.92, -1.19], [-0.51, -0.40, -2.19], [-0.01, 0.71, -3.14], [-0.80, 1.88, -3.07], [-2.02, 1.83, -3.84], [1.40, -1.49, 1.05], [2.62, -2.13, 0.36], [2.50, -3.54, -0.28], [2.65, -3.49, -1.82], [1.26, -4.36, 0.04], [-0.84, -0.39, 0.89], [-0.95, -0.84, 2.78], [-6.15, 1.37, -0.47], [-6.17, 2.35, 0.60], [-5.40, 3.58, 0.12], [-6.01, -2.56, 2.88], [-6.00, -0.86, 3.25], [-7.27, -1.92, 3.91], [-8.55, -1.46, 2.04], [-7.35, -2.23, 1.06], [-4.88, -1.92, -0.34], [-4.66, -1.20, 1.23], [-2.87, -0.96, -0.69], [-3.91, 0.34, -1.26], [-3.43, 1.78, 0.43], [-3.44, 0.53, 1.64], [-1.41, 1.64, -1.24], [-1.46, 2.83, 0.01], [0.75, 1.90, -1.34], [0.15, 4.01, 0.52], [1.77, 3.44, 0.83], [1.60, 5.24, -0.85], [0.67, 4.15, -1.89], [2.68, 2.69, -1.79], [2.92, 4.09, -2.53], [3.02, 1.90, 0.23], [3.18, 0.22, 0.58], [1.95, 2.03, 2.65], [3.01, 0.59, 2.88], [0.36, -1.99, -1.10], [1.51, -0.76, -1.63], [-1.46, -0.11, -1.75], [-0.77, -1.25, -2.83], [1.00, 1.00, -2.85], [0.05, 0.35, -4.16], [-2.83, 2.11, -3.17], [-1.93, 2.57, -4.63], [-2.18, 0.84, -4.25], [0.73, -2.29, 1.34], [1.74, -1.05, 1.98], [3.39, -2.21, 1.14], [3.07, -1.47, -0.37], [3.36, -4.12, 0.05], [1.70, -3.30, -2.30], [3.01, -4.46, -2.16], [3.39, -2.75, -2.13], [1.35, -4.89, 0.99], [0.34, -3.78, 0.11], [1.09, -5.12, -0.72], [-1.40, -1.20, 0.45], [-7.20, 2.63, 0.80], [-5.72, 1.92, 1.49], [-5.07, 4.18, 0.96], [-6.02, 4.17, -0.54], [-4.53, 3.25, -0.43], [9.71, -1.34, -1.63], [9.32, -2.79, -1.90], [8.12, -2.93, -2.83], [6.82, -2.33, -2.30], [6.37, -2.87, -0.94], [6.06, -4.37, -0.96], [8.91, -0.79, -1.14], [10.59, -1.28, -0.99], [9.94, -0.82, -2.56], [9.14, -3.30, -0.96], [10.17, -3.30, -2.36], [7.96, -3.99, -3.05], [8.35, -2.46, -3.79], [6.03, -2.50, -3.03], [6.93, -1.24, -2.22], [5.46, -2.33, -0.64], [7.12, -2.66, -0.18], [5.28, -4.59, -1.69], [5.72, -4.70, 0.02], [6.94, -4.96, -1.21], [-1.05, 10.06, -2.26], [-1.40, 8.88, -1.36], [-0.35, 7.77, -1.38], [-0.13, 7.11, -2.74], [-1.38, 6.49, -3.37], [-1.98, 5.37, -2.53], [-0.98, 9.76, -3.30], [-1.82, 10.83, -2.19], [-0.10, 10.50, -1.96], [-2.38, 8.47, -1.64], [-1.51, 9.23, -0.33], [-0.63, 7.00, -0.64], [0.60, 8.18, -1.03], [0.63, 6.33, -2.63], [0.29, 7.84, -3.43], [-1.12, 6.10, -4.35], [-2.14, 7.26, -3.54], [-1.25, 4.57, -2.38], [-2.85, 4.94, -3.02], [-2.30, 5.73, -1.54], [-2.14, -7.56, 6.27], [-1.21, -7.22, 5.10], [-0.70, -5.79, 5.13], [-1.78, -4.71, 5.03], [-2.66, -4.81, 3.79], [-1.88, -4.64, 2.49], [-3.04, -6.94, 6.26], [-2.46, -8.60, 6.22], [-1.63, -7.41, 7.22], [-1.72, -7.42, 4.16], [-0.35, -7.90, 5.13], [0.03, -5.65, 4.32], [-0.14, -5.63, 6.06], [-1.30, -3.73, 5.05], [-2.42, -4.75, 5.92], [-3.43, -4.03, 3.85], [-3.20, -5.76, 3.77], [-1.38, -3.67, 2.48], [-2.55, -4.68, 1.62], [-1.13, -5.42, 2.36]],
  "mulliken_charge": [-0.98, -0.45, -0.39, 0.84, -0.81, -1.33, -0.12, -0.98, -0.22, 0.33, -1.14, 1.36, -0.60, -0.28, -0.66, 0.79, -0.78, -0.37, -0.37, 3.41, -1.45, 0.53, -1.74, -0.26, -0.74, -1.66, -1.45, 1.36, -2.04, -1.78, -1.92, 0.09, -0.32, -0.12, -0.95, 0.24, 0.31, 0.35, 0.43, 0.41, 0.57, 0.42, 0.44, 0.32, -0.18, 0.95, -0.28, 0.81, -0.87, 0.52, 0.20, 0.72, -0.03, 0.15, 0.34, 0.67, 0.38, 0.14, 0.36, 0.09, 0.33, -0.70, 0.86, 0.44, 0.54, 0.17, 0.20, 0.45, 0.45, 0.50, 0.25, 0.61, 0.32, 0.48, 0.55, 0.20, 0.45, 0.16, 0.38, 0.62, 0.49, 0.21, 0.37, 0.40, 0.00, -1.20, -0.39, -0.89, -0.75, 0.73, -1.28, 0.28, 0.38, 0.30, 0.24, 0.41, 0.30, 0.42, 0.34, 0.40, -0.71, 0.45, 0.17, 0.34, 0.46, -1.26, -0.62, -0.32, -0.56, -0.80, -0.44, 0.29, 0.39, 0.30, 0.22, 0.43, 0.06, 0.50, 0.11, 0.45, 0.35, 0.36, -0.25, 0.47, 0.29, -1.21, -0.40, -0.62, -0.63, -0.16, -1.02, 0.28, 0.39, 0.30, 0.23, 0.41, 0.18, 0.42, 0.17, 0.40, 0.04, 0.30, 0.09, 0.51, 0.31]
}


{
  "formula": "C42H96FN2O6P",
  "method": "ωB97M-V/def2-TZVPD",
  "lumo_energy_ev": 0.63,
  "homo_ev": -8.0,
  "smiles": "CCCCCCCCCCCCCC[C@](CCF)(OC[PH2]=N)[C@@H](N)CCCCCCOC.CCOCC.CCOCC.CCOCC.CCOCC",
  "species": ["C", "C", "C", "C", "C", "C", "C", "C", "C", "C", "C", "C", "C", "C", "C", "C", "C", "F", "O", "C", "P", "N", "C", "N", "C", "C", "C", "C", "C", "C", "O", "C", "H", "H", "H", "H", "H", "H", "H", "H", "H", "H", "H", "H", "H", "H", "H", "H", "H", "H", "H", "H", "H", "H", "H", "H", "H", "H", "H", "H", "H", "H", "H", "H", "H", "H", "H", "H", "H", "H", "H", "H", "H", "H", "H", "H", "H", "H", "H", "H", "H", "H", "H", "H", "H", "H", "H", "H", "C", "C", "O", "C", "C", "H", "H", "H", "H", "H", "H", "H", "H", "H", "H", "C", "C", "O", "C", "C", "H", "H", "H", "H", "H", "H", "H", "H", "H", "H", "C", "C", "O", "C", "C", "H", "H", "H", "H", "H", "H", "H", "H", "H", "H", "C", "C", "O", "C", "C", "H", "H", "H", "H", "H", "H", "H", "H", "H", "H"],
  "xyz": [[-1.88, 3.50, 3.47], [-2.54, 2.10, 3.49], [-4.05, 2.13, 3.16], [-4.39, 1.88, 1.67], [-4.71, 0.42, 1.33], [-3.53, -0.51, 1.63], [-3.70, -1.90, 1.01], [-2.83, -3.01, 1.65], [-1.52, -2.53, 2.28], [-0.47, -2.17, 1.22], [0.74, -1.44, 1.83], [0.56, 0.11, 1.82], [1.39, 0.81, 0.73], [0.77, 0.72, -0.68], [0.44, 2.06, -1.33], [1.73, 2.94, -1.41], [1.64, 4.28, -0.69], [1.65, 4.14, 0.68], [-0.50, 2.82, -0.58], [-1.70, 2.14, -0.25], [-3.14, 3.25, -0.56], [-4.46, 2.41, -0.91], [-0.10, 1.78, -2.77], [-0.76, 2.97, -3.32], [0.99, 1.17, -3.68], [0.68, -0.26, -4.23], [1.79, -1.24, -3.85], [3.10, -1.00, -4.63], [4.30, -1.34, -3.74], [4.41, -2.85, -3.45], [3.61, -3.27, -2.36], [4.30, -3.51, -1.15], [-1.58, 3.80, 4.47], [-2.53, 4.26, 3.05], [-0.97, 3.48, 2.87], [-2.02, 1.47, 2.77], [-2.42, 1.62, 4.46], [-4.56, 1.36, 3.75], [-4.45, 3.09, 3.49], [-5.21, 2.54, 1.37], [-3.52, 2.18, 1.07], [-5.60, 0.12, 1.88], [-4.96, 0.39, 0.26], [-3.43, -0.57, 2.71], [-2.65, -0.04, 1.19], [-4.75, -2.18, 1.17], [-3.58, -1.86, -0.07], [-3.41, -3.63, 2.33], [-2.53, -3.69, 0.84], [-1.66, -1.72, 3.01], [-1.10, -3.37, 2.85], [-0.11, -3.12, 0.82], [-0.90, -1.61, 0.39], [0.93, -1.81, 2.84], [1.62, -1.68, 1.22], [0.93, 0.49, 2.78], [-0.49, 0.36, 1.68], [1.59, 1.83, 1.04], [2.37, 0.30, 0.71], [1.47, 0.19, -1.33], [-0.11, 0.07, -0.62], [2.60, 2.40, -1.06], [1.94, 3.21, -2.45], [2.54, 4.85, -0.96], [0.79, 4.87, -1.02], [-1.91, 1.26, -0.85], [-1.72, 1.88, 0.82], [-2.83, 4.12, -1.61], [-3.36, 4.00, 0.61], [-4.77, 2.70, -1.84], [-0.89, 1.03, -2.68], [-1.39, 2.67, -4.05], [-0.07, 3.61, -3.71], [1.19, 1.83, -4.52], [1.94, 1.09, -3.15], [-0.29, -0.62, -3.89], [0.64, -0.19, -5.32], [2.04, -1.10, -2.80], [1.47, -2.28, -3.94], [3.16, 0.05, -4.92], [3.13, -1.61, -5.53], [5.24, -1.05, -4.23], [4.26, -0.80, -2.80], [4.04, -3.39, -4.33], [5.46, -3.14, -3.33], [5.35, -3.77, -1.30], [3.82, -4.36, -0.66], [4.20, -2.67, -0.45], [5.86, 2.59, -2.25], [6.78, 1.46, -1.83], [7.33, 0.74, -2.92], [8.13, 1.49, -3.82], [9.35, 2.14, -3.18], [5.05, 2.21, -2.88], [5.43, 3.07, -1.37], [6.38, 3.36, -2.82], [6.20, 0.73, -1.26], [7.57, 1.82, -1.17], [7.52, 2.25, -4.33], [8.45, 0.78, -4.58], [9.07, 2.87, -2.41], [9.94, 2.65, -3.93], [9.97, 1.38, -2.70], [-9.23, 3.65, -4.82], [-8.06, 2.96, -4.13], [-7.11, 3.85, -3.58], [-7.58, 4.75, -2.59], [-8.16, 4.07, -1.37], [-8.87, 4.31, -5.61], [-9.90, 2.91, -5.25], [-9.81, 4.26, -4.12], [-7.51, 2.36, -4.85], [-8.42, 2.27, -3.36], [-8.30, 5.46, -3.03], [-6.71, 5.34, -2.30], [-9.04, 3.47, -1.61], [-8.45, 4.82, -0.63], [-7.42, 3.41, -0.92], [5.42, -0.44, 1.28], [4.96, -1.43, 2.34], [5.84, -2.52, 2.54], [7.15, -2.19, 2.96], [7.21, -1.44, 4.28], [5.57, -0.95, 0.33], [4.67, 0.34, 1.15], [6.36, 0.04, 1.55], [4.01, -1.87, 2.03], [4.76, -0.91, 3.29], [7.67, -1.62, 2.17], [7.67, -3.14, 3.05], [6.72, -0.47, 4.23], [8.25, -1.27, 4.56], [6.73, -2.03, 5.07], [-2.03, -6.16, 4.84], [-3.32, -5.50, 5.30], [-4.48, -5.96, 4.63], [-4.77, -7.34, 4.75], [-4.99, -7.81, 6.18], [-1.90, -6.02, 3.77], [-1.18, -5.73, 5.37], [-2.02, -7.24, 5.04], [-3.27, -4.44, 5.09], [-3.45, -5.60, 6.39], [-3.98, -7.94, 4.27], [-5.68, -7.50, 4.17], [-4.10, -7.68, 6.80], [-5.26, -8.86, 6.19], [-5.80, -7.24, 6.64]],
  "mulliken_charge": [-1.42, 1.27, -1.43, 1.46, -1.34, 0.65, -1.15, -0.77, -0.66, -0.56, -0.66, -0.07, -0.87, 0.42, 1.44, -1.00, -0.82, -0.30, -0.12, 0.89, 0.00, -0.50, -0.99, -0.42, -0.26, -1.38, -0.22, -0.98, 0.12, -0.93, -0.32, -0.54, 0.40, 0.34, 0.18, -0.98, 0.59, 0.32, 0.42, 0.64, -1.98, 0.43, 0.43, 0.41, -0.23, 0.47, 0.41, 0.15, 0.32, 0.36, 0.43, 0.45, 0.20, 0.51, -0.10, 0.83, -0.53, 0.75, -0.13, -0.52, -0.06, 0.09, 0.52, 0.46, 0.23, -0.01, -0.97, 0.20, 0.05, 0.19, 1.03, 0.32, 0.33, 0.51, 0.05, 0.49, 0.33, 0.03, 0.58, 0.34, 0.43, 0.35, -0.08, 0.38, 0.37, 0.36, 0.28, 0.02, -1.11, 0.33, -0.39, -0.36, -1.11, 0.22, 0.41, 0.39, -0.38, 0.36, 0.32, 0.36, 0.27, 0.40, 0.29, -1.06, -0.31, -0.43, -0.41, -0.95, 0.28, 0.39, 0.27, 0.33, 0.30, 0.35, 0.34, 0.29, 0.40, 0.19, -0.94, -0.30, -0.46, -0.31, -1.04, 0.21, 0.39, 0.55, -0.03, 0.40, 0.29, 0.36, 0.25, 0.39, 0.28, -1.07, -0.37, -0.41, -0.34, -1.02, 0.24, 0.39, 0.37, 0.32, 0.35, 0.31, 0.32, 0.26, 0.39, 0.29]
}